{"formula": "C26H66FeN14O10", "method": "the ωB97M-V functional and the def2-TZVPD basis", "lumo_energy_ev": [1.868, 1.831], "s_squared": 8.76, "spin_multiplicity": 6, "charge": -1, "total_energy_ev": -103755.980, "max_force_ev_per_a": 6.1, "molar_mass_da": 790.7, "elements": ["Fe", "O", "C", "C", "O", "H", "H", "H", "H", "C", "C", "C", "C", "C", "C", "N", "O", "C", "C", "C", "H", "H", "H", "H", "H", "H", "H", "H", "H", "H", "H", "H", "H", "H", "H", "H", "H", "H", "H", "C", "C", "C", "C", "C", "C", "N", "O", "C", "C", "C", "H", "H", "H", "H", "H", "H", "H", "H", "H", "H", "H", "H", "H", "H", "H", "H", "H", "H", "H", "C", "O", "N", "N", "H", "H", "H", "H", "C", "O", "N", "N", "H", "H", "H", "H", "C", "O", "N", "N", "H", "H", "H", "H", "C", "O", "N", "N", "H", "H", "H", "H", "C", "O", "N", "N", "H", "H", "H", "H", "C", "O", "N", "N", "H", "H", "H", "H"], "positions_angstrom": [[0.573, 3.761, 3.519], [-1.362, 3.169, 3.136], [-1.361, 1.994, 2.310], [0.086, 1.533, 1.774], [1.223, 1.883, 2.571], [-2.109, 2.021, 1.517], [-1.780, 1.371, 3.101], [0.389, 2.043, 0.859], [0.175, 0.473, 1.539], [4.619, 2.612, -5.575], [3.898, 1.392, -5.023], [4.964, 0.777, -4.104], [4.420, -0.199, -3.100], [3.168, 0.296, -2.319], [2.077, 0.690, -3.277], [2.660, 1.747, -4.239], [1.694, 2.439, -4.994], [1.394, -0.493, -3.908], [0.988, 1.461, -2.491], [3.537, 0.280, -6.075], [4.791, 3.414, -4.856], [3.952, 3.246, -6.160], [5.554, 2.337, -6.063], [5.685, 0.282, -4.755], [5.562, 1.563, -3.642], [5.265, -0.595, -2.538], [4.029, -1.078, -3.614], [3.479, 1.235, -1.861], [2.765, -0.272, -1.480], [1.083, -0.183, -4.905], [2.096, -1.303, -4.104], [0.530, -0.855, -3.350], [1.288, 2.394, -2.013], [0.130, 1.661, -3.133], [0.674, 0.796, -1.687], [4.338, 0.291, -6.814], [2.690, 0.647, -6.654], [3.444, -0.711, -5.630], [2.007, 3.326, -4.802], [-0.969, -2.006, 0.191], [-1.501, -3.028, -0.657], [-2.412, -2.233, -1.672], [-2.580, -2.999, -2.963], [-1.328, -3.362, -3.578], [-0.390, -4.281, -2.697], [-0.314, -3.536, -1.404], [0.655, -4.118, -0.546], [-0.790, -5.719, -2.637], [1.018, -4.190, -3.385], [-2.206, -4.085, 0.118], [-0.373, -2.293, 1.058], [-1.745, -1.378, 0.629], [-0.299, -1.249, -0.217], [-3.396, -2.328, -1.212], [-2.422, -1.144, -1.622], [-3.257, -2.401, -3.573], [-3.060, -3.938, -2.689], [-0.908, -2.482, -4.065], [-1.706, -3.960, -4.407], [-0.920, -6.225, -3.593], [-0.067, -6.307, -2.072], [-1.715, -5.792, -2.065], [0.965, -4.408, -4.451], [1.412, -3.183, -3.245], [1.893, -4.763, -3.080], [-1.446, -4.824, 0.369], [-2.983, -4.595, -0.452], [-2.677, -3.715, 1.029], [1.433, -3.590, -0.739], [2.689, -1.787, 3.532], [2.863, -2.945, 3.869], [3.171, -1.117, 2.484], [1.970, -0.893, 4.102], [2.662, -0.268, 2.284], [3.466, -1.567, 1.629], [1.621, -1.262, 4.975], [1.796, 0.023, 3.714], [-3.087, 3.360, 6.555], [-3.622, 3.462, 7.652], [-2.696, 2.279, 5.950], [-2.481, 4.415, 6.006], [-2.340, 2.243, 5.005], [-3.109, 1.416, 6.273], [-2.444, 5.225, 6.608], [-1.968, 4.266, 5.149], [-3.557, 5.767, 2.443], [-4.081, 6.883, 2.457], [-2.479, 5.450, 1.845], [-4.096, 4.727, 2.977], [-2.078, 4.566, 2.124], [-1.941, 6.195, 1.427], [-4.861, 5.042, 3.556], [-3.719, 3.790, 2.969], [-2.025, -1.367, 4.824], [-3.052, -0.690, 4.651], [-1.335, -1.789, 3.771], [-1.567, -1.759, 6.006], [-1.723, -1.399, 2.924], [-0.507, -2.361, 3.692], [-0.881, -2.499, 5.980], [-2.112, -1.565, 6.834], [4.082, 2.665, 0.267], [5.244, 2.657, -0.146], [3.446, 1.585, 0.663], [3.328, 3.766, 0.362], [2.507, 1.556, 1.034], [3.925, 0.697, 0.714], [3.899, 4.581, 0.192], [2.382, 3.706, 0.710], [-6.031, -0.580, 2.126], [-7.136, -0.931, 1.802], [-5.519, -0.975, 3.296], [-5.054, -0.051, 1.314], [-4.532, -0.977, 3.509], [-6.036, -1.563, 3.935], [-4.173, 0.077, 1.792], [-5.338, 0.638, 0.632]], "atomic_forces_ev_per_a": [[-0.447, -1.540, -0.678], [1.662, 0.967, -0.977], [0.955, -0.389, 1.719], [0.529, 1.138, 0.313], [-1.207, 0.704, 1.454], [0.139, 0.316, -0.474], [0.257, -1.733, -0.673], [-1.246, 0.148, -0.892], [-0.737, -0.449, 0.128], [-1.477, 1.210, -0.384], [-0.697, -1.314, 0.456], [-0.340, 0.325, 0.252], [-0.954, -1.440, 0.436], [1.931, 1.765, -0.235], [-0.758, 2.419, -0.231], [2.038, -1.211, 1.763], [0.275, -0.400, -0.362], [0.206, -0.231, -1.372], [-0.074, -0.503, 0.052], [0.833, 1.947, -0.528], [0.597, -0.704, 1.005], [0.024, -0.588, -1.312], [-0.238, 0.158, -0.201], [-0.026, -0.255, -0.120], [-0.315, 0.125, 0.451], [-0.261, 0.189, 0.641], [0.343, -0.294, -0.411], [-0.009, 0.090, 0.209], [0.195, -0.674, -0.338], [-0.491, -0.072, -0.020], [-0.159, -0.183, 0.252], [0.169, 0.014, 0.112], [0.433, 0.010, -0.256], [-0.012, -0.006, 0.048], [-0.263, -0.052, 0.103], [0.285, -0.421, -0.018], [-0.461, -0.503, 0.242], [-0.240, 0.280, -0.198], [-0.566, 0.352, -0.154], [1.499, 3.158, 3.456], [0.537, 0.395, -2.913], [-1.589, -1.634, 1.577], [-1.463, 1.069, 1.979], [0.859, -1.494, -1.883], [1.250, 2.228, -0.770], [0.180, -0.053, -1.494], [-0.454, -0.285, 0.120], [-0.860, -0.781, 0.978], [0.308, 0.732, 0.066], [-0.421, -1.114, 0.266], [-0.064, -0.847, 0.154], [-0.539, -0.095, 0.036], [-0.077, -0.227, -1.024], [-0.384, -0.223, 0.382], [1.437, 0.089, -0.714], [0.063, -0.351, -0.503], [-0.554, 0.003, -0.042], [0.890, -0.114, 0.443], [0.740, -0.447, -0.529], [0.006, 0.356, -0.176], [0.188, 0.158, 0.038], [-0.270, -0.264, -0.166], [-0.388, 0.210, -0.120], [-0.385, 0.303, -0.343], [-0.585, -0.833, 0.800], [-0.153, -0.121, 0.371], [-0.019, 0.003, -0.145], [0.064, 0.113, 0.012], [0.176, 0.054, 0.156], [1.134, -1.364, -1.728], [0.158, -0.319, 0.110], [2.276, 0.278, -4.343], [-3.528, 0.845, 4.961], [0.416, 0.016, -0.180], [0.160, -0.432, 0.388], [-0.509, 1.084, 0.182], [-0.394, 0.318, 0.617], [1.427, 2.358, 2.288], [-1.067, -0.685, 0.064], [-0.548, -4.913, -1.164], [-0.066, 2.070, -0.672], [0.038, 0.415, 0.057], [-0.011, 0.026, -0.234], [0.159, 0.047, -0.707], [0.082, 0.681, 0.183], [-1.818, 3.127, -0.345], [-0.041, 0.461, 0.203], [4.751, 0.108, -3.038], [-3.612, -2.464, 2.753], [0.878, -0.032, -0.134], [0.061, -0.384, 0.115], [-0.129, -1.049, 0.199], [-0.058, 0.400, 0.303], [-1.484, 0.501, -0.454], [0.585, 0.057, 0.550], [0.291, -0.070, -2.181], [0.575, -0.456, 1.411], [0.414, -0.312, -0.127], [-0.124, 0.247, 0.427], [-0.162, 0.196, 0.580], [0.208, -0.183, -0.219], [1.382, -0.003, -0.375], [-0.269, 0.234, 0.078], [-0.921, -3.333, 0.642], [0.246, 1.220, -0.500], [0.036, 0.635, 0.418], [0.297, 0.507, -0.246], [-0.925, 0.347, 0.172], [0.365, 0.570, 0.113], [0.828, -2.012, -0.012], [-1.683, 0.914, -0.978], [0.893, -0.522, 2.195], [0.075, 0.574, -0.462], [0.012, 0.489, 0.070], [-0.348, 0.233, -0.576], [-0.092, 0.545, -0.332], [0.158, -0.151, 0.110]]}